# 1
Molecular formula: C27H28Cl2HfN4O2
Method: DFT, the ωB97M-V functional and the def2-TZVPD basis

ORCA input file:
```
! wB97M-V def2-TZVPD RIJCOSX def2/J DEFGRID3
* xyz 2 1
Hf -0.06 -0.25 0.13
C -1.32 2.69 0.03
N 0.01 2.05 0.27
C 0.99 2.71 -0.63
C 0.34 2.29 1.69
C 0.79 3.52 2.12
C 0.95 3.77 3.48
C 0.64 2.78 4.39
C 0.20 1.54 3.96
C 0.05 1.26 2.61
N -0.45 0.08 2.02
C -1.37 -0.83 2.58
C -1.40 -1.27 3.90
C -2.40 -2.11 4.35
C -3.39 -2.55 3.48
C -3.34 -2.17 2.15
C -2.33 -1.35 1.69
N -2.27 -0.93 0.27
C -2.61 -2.07 -0.63
C -3.33 0.11 0.06
H -1.21 3.78 0.09
H -2.02 2.39 0.79
H -1.69 2.44 -0.97
H 0.87 3.79 -0.60
H 0.84 2.40 -1.66
H 2.01 2.47 -0.33
H 1.00 4.32 1.42
H 1.30 4.74 3.81
H 0.74 2.97 5.45
H -0.02 0.79 4.71
H -0.62 -0.98 4.59
H -2.41 -2.42 5.38
H -4.19 -3.19 3.83
H -4.11 -2.54 1.48
H -3.63 -2.41 -0.45
H -1.94 -2.91 -0.47
H -2.57 -1.74 -1.66
H -4.31 -0.36 0.08
H -3.21 0.61 -0.90
H -3.29 0.84 0.87
Cl -0.75 0.28 -2.47
C 0.28 -1.01 -3.13
Cl 0.35 -2.29 -1.91
H 1.27 -0.62 -3.28
H -0.17 -1.39 -4.04
O 3.30 0.75 0.53
C 2.55 -0.12 0.18
O 1.62 0.00 -0.77
C 2.50 -1.48 0.80
C 3.68 -2.14 1.16
C 3.59 -3.41 1.64
C 2.32 -4.00 1.81
C 2.17 -5.31 2.32
C 0.94 -5.86 2.48
C -0.21 -5.12 2.14
C -0.10 -3.85 1.63
C 1.16 -3.26 1.45
N 1.28 -1.99 0.93
H 4.62 -1.63 1.02
H 4.48 -3.97 1.90
H 3.07 -5.87 2.57
H 0.83 -6.86 2.88
H -1.19 -5.55 2.28
H -0.98 -3.29 1.37
*
```

## Properties
HOMO level: -13.58 eV
energy above the lowest of the compared OMol25 structures with the same formula, charge and spin: 6.62 kcal/mol
gap between HOMO and LUMO: 7.218 eV
lowest unoccupied orbital energy: -6.36 eV


# 2
Molecular formula: C4H6FO6S2
Method: DFT, the ωB97M-V functional and the def2-TZVPD basis

ORCA input file:
```
! wB97M-V def2-TZVPD RIJCOSX def2/J DEFGRID3
* xyz -1 1
O -2.34 -1.06 1.28
C -1.58 -1.46 0.47
O -1.95 -2.14 -0.70
C -0.04 -1.26 0.60
C 0.36 -0.08 -0.28
O -0.60 1.00 -0.27
S 0.12 2.08 -1.21
O 0.18 1.69 -2.58
O -0.44 3.35 -0.96
O 1.59 1.88 -0.57
C 1.79 0.49 -0.20
S 2.60 0.63 1.42
H -1.33 -1.90 -1.39
H 0.23 -1.12 1.65
H 0.41 -2.18 0.23
H 0.24 -0.48 -1.30
H 2.35 -0.09 -0.93
H 2.21 1.86 1.79
F -3.79 -1.21 2.95
*
```

## Properties
HOMO level: -2.54 eV
gap between HOMO and LUMO: 4.740 eV
lowest unoccupied orbital energy: 2.20 eV


# 3
Molecular formula: C3H9N3O2
Method: DFT, the ωB97M-V functional and the def2-TZVPD basis

ORCA input file:
```
! wB97M-V def2-TZVPD RIJCOSX def2/J DEFGRID3
* xyz 0 1
C 0.49 1.04 0.81
C 0.87 -0.43 0.65
C -0.32 -1.28 0.33
N -1.52 -2.32 -1.43
N 1.51 2.00 0.96
N -0.13 1.64 -0.54
O -0.42 -1.47 -1.01
O -1.12 -1.72 1.12
H -0.33 1.15 1.54
H -1.98 -2.60 -0.56
H -2.14 -1.68 -1.92
H 0.78 2.45 -0.20
H 2.42 1.61 0.69
H -1.13 1.83 -0.54
H 0.10 1.09 -1.37
H 1.29 -0.77 1.60
H 1.63 -0.53 -0.13
*
```

## Properties
HOMO level: -8.25 eV
energy above the lowest of the compared OMol25 structures with the same formula, charge and spin: 121.43 kcal/mol
gap between HOMO and LUMO: 8.771 eV
lowest unoccupied orbital energy: 0.52 eV


# 4
Molecular formula: C14H20N4O7S
Method: DFT, the ωB97M-V functional and the def2-TZVPD basis

ORCA input file:
```
! wB97M-V def2-TZVPD RIJCOSX def2/J DEFGRID3
* xyz 0 1
O -4.48 1.64 -1.89
C -4.19 1.01 -0.96
N -3.68 0.57 0.07
C -2.50 -0.33 -0.21
O -2.84 -1.49 0.59
S -2.93 -0.91 2.13
O -2.26 -1.81 3.01
O -4.25 -0.65 2.61
O -1.99 0.41 1.93
C -1.35 0.28 0.61
C -0.18 -0.72 0.92
C 0.72 -0.16 2.02
O 1.85 -0.59 2.15
C -0.62 1.53 0.08
C -1.24 2.18 -1.18
C -0.17 3.01 -1.94
O -0.30 4.39 -1.55
H -2.33 -0.53 -1.26
H 0.43 -0.79 0.01
H -0.53 -1.72 1.15
H 0.34 0.64 2.67
H 0.42 1.33 -0.15
H -0.62 2.26 0.90
H -1.64 1.46 -1.91
H -2.01 2.88 -0.85
H 0.84 2.68 -1.67
H -0.33 2.95 -3.02
H 0.21 4.46 -0.73
C 2.14 -2.92 -2.76
C 1.52 -1.71 -2.24
N 1.04 -0.76 -1.83
H 1.81 -3.13 -3.77
H 3.23 -2.83 -2.77
H 1.89 -3.79 -2.14
C 0.38 -5.61 1.74
C -0.22 -4.37 2.21
N -0.70 -3.39 2.58
H 0.05 -5.85 0.73
H 1.47 -5.54 1.73
H 0.11 -6.45 2.39
C 4.19 4.00 -0.03
C 3.05 3.19 0.37
N 2.15 2.55 0.68
H 5.06 3.37 -0.23
H 3.98 4.57 -0.94
H 4.46 4.70 0.75
*
```

## Properties
HOMO level: -9.21 eV
structure (SMILES): O=C=N[C@@H]1OS(=O)(=O)O[C@]1(CC=O)CCCO.CC#N.CC#N.CC#N
energy above the lowest of the compared OMol25 structures with the same formula, charge and spin: 0.00 kcal/mol
gap between HOMO and LUMO: 9.384 eV
lowest unoccupied orbital energy: 0.17 eV


# 5
Molecular formula: C15H22N2O4
Method: DFT, the ωB97M-V functional and the def2-TZVPD basis

ORCA input file:
```
! wB97M-V def2-TZVPD RIJCOSX def2/J DEFGRID3
* xyz 0 1
C 1.18 1.03 0.89
C -0.31 1.30 0.76
C 1.55 0.37 2.14
C 2.99 0.03 2.23
C 3.89 1.19 2.66
C 3.63 -0.51 0.86
C -2.44 -0.04 1.02
C -2.59 -1.59 1.23
C -2.95 0.43 -0.28
C -2.28 -0.09 -1.53
C -2.88 -1.27 -2.14
C -1.23 0.48 -2.21
C -2.47 -1.72 -3.36
C -0.62 -0.14 -3.38
C -1.37 -1.09 -4.04
H 1.74 2.94 1.11
H 1.74 2.52 -0.33
H 1.30 0.48 0.01
H 1.50 1.08 3.01
H 0.89 -0.36 2.40
H 3.09 -0.70 3.03
H 4.85 0.65 2.92
H 3.95 2.01 2.00
H 3.39 1.49 3.58
H 3.01 -1.33 0.48
H 4.60 -0.92 0.89
H 3.72 0.20 -0.03
H -0.45 -0.63 1.21
H -2.91 0.60 1.71
H -3.95 0.23 -0.44
H -2.56 1.49 -0.45
H -3.54 -1.82 -1.49
H -0.56 1.21 -1.52
H -2.78 -2.61 -3.83
H 0.40 0.15 -3.81
H -1.21 -2.33 -5.57
H -4.52 -1.44 0.90
N 2.05 2.16 0.58
N -1.02 0.30 1.23
O -0.71 2.35 0.15
O -1.63 -2.33 1.29
O -0.72 -1.73 -5.06
O -3.78 -2.06 1.19
*
```

## Properties
HOMO level: -8.57 eV
structure (SMILES): CC(C)C[C@H](N)C(=O)N[C@@H](Cc1ccc(O)cc1)C(=O)O
energy above the lowest of the compared OMol25 structures with the same formula, charge and spin: 103.80 kcal/mol
gap between HOMO and LUMO: 8.754 eV
lowest unoccupied orbital energy: 0.19 eV


# 6
Molecular formula: C6H9NO2S
Method: DFT, the ωB97M-V functional and the def2-TZVPD basis

ORCA input file:
```
! wB97M-V def2-TZVPD RIJCOSX def2/J DEFGRID3
* xyz 0 1
C 0.16 -2.33 1.96
C 2.29 -1.17 2.15
C 0.99 -1.20 1.89
C -0.74 1.65 -0.70
C -1.08 -0.86 -0.65
C -0.15 0.30 -0.36
N -0.53 -3.24 2.00
O -1.10 0.41 2.15
O 1.11 1.41 1.72
S 0.15 0.37 1.45
H 2.81 -0.22 2.08
H 2.86 -2.04 2.43
H -1.68 1.78 -0.17
H -0.06 2.44 -0.40
H -0.92 1.73 -1.77
H -1.93 -0.81 0.02
H -0.58 -1.82 -0.51
H -1.44 -0.81 -1.67
H 0.84 0.16 -0.80
*
```

## Properties
HOMO level: -10.88 eV
structure (SMILES): C=C(C#N)S(=O)(=O)C(C)C
energy above the lowest of the compared OMol25 structures with the same formula, charge and spin: 40.24 kcal/mol
gap between HOMO and LUMO: 10.504 eV
lowest unoccupied orbital energy: -0.38 eV


# 7
Molecular formula: IO2V2
Method: DFT, the ωB97M-V functional and the def2-TZVPD basis

ORCA input file:
```
! wB97M-V def2-TZVPD RIJCOSX def2/J DEFGRID3
* xyz 3 5
O 2.33 -0.67 0.60
V 1.03 -1.54 0.96
O -2.37 0.86 -0.64
V -1.00 1.58 -0.46
I 0.01 -0.21 -0.46
*
```

## Properties
HOMO level (spin up / spin down): -25.36 / -27.66 eV
energy above the lowest of the compared OMol25 structures with the same formula, charge and spin: 151.27 kcal/mol
gap between HOMO and LUMO (spin up / spin down): 7.185 / 8.015 eV
lowest unoccupied orbital energy (spin up / spin down): -18.18 / -19.65 eV


# 8
Molecular formula: C27H10Cl5F5NORhS
Method: DFT, the ωB97M-V functional and the def2-TZVPD basis

ORCA input file:
```
! wB97M-V def2-TZVPD RIJCOSX def2/J DEFGRID3
* xyz 0 5
Rh 0.05 -0.19 -0.43
Cl 1.33 6.95 -1.67
C 1.26 5.26 -1.74
C 0.80 4.54 -0.60
Cl 0.31 5.39 0.80
C 0.73 3.18 -0.65
Cl 0.13 2.27 0.67
C 1.21 2.44 -1.81
O 1.28 1.20 -1.84
C 1.63 3.22 -2.96
Cl 2.10 2.35 -4.34
C 1.65 4.59 -2.92
Cl 2.16 5.50 -4.28
C -1.26 -4.16 -1.43
C -0.92 -4.81 -0.25
C -0.22 -4.15 0.74
C 0.15 -2.81 0.56
C -0.24 -2.15 -0.61
C -0.92 -2.83 -1.62
C 0.95 -2.03 1.49
C 1.27 -2.34 2.79
C 2.10 -1.51 3.52
C 2.73 -0.39 2.88
C 3.68 0.41 3.51
C 4.34 1.43 2.84
C 4.08 1.64 1.49
C 3.13 0.86 0.84
C 2.42 -0.12 1.52
N 1.41 -0.84 0.89
H -1.78 -4.70 -2.21
H -1.19 -5.85 -0.10
H 0.07 -4.67 1.64
H -1.20 -2.32 -2.53
H 0.86 -3.23 3.24
H 2.34 -1.73 4.55
H 3.90 0.22 4.56
H 5.07 2.04 3.36
H 4.61 2.41 0.95
H 2.95 0.99 -0.22
F -6.91 -1.33 -0.06
C -5.70 -0.94 -0.46
C -4.63 -0.99 0.41
F -4.81 -1.42 1.66
C -3.38 -0.57 -0.01
F -2.40 -0.60 0.91
C -3.14 -0.11 -1.30
S -1.59 0.45 -1.92
C -4.25 -0.07 -2.15
F -4.11 0.37 -3.40
C -5.51 -0.47 -1.75
F -6.54 -0.41 -2.59
*
```

## Properties
HOMO level (spin up / spin down): -5.36 / -7.81 eV
energy above the lowest of the compared OMol25 structures with the same formula, charge and spin: 27.18 kcal/mol
gap between HOMO and LUMO (spin up / spin down): 4.940 / 4.178 eV
lowest unoccupied orbital energy (spin up / spin down): -0.42 / -3.63 eV